Entry from the OMol25 dataset: a 5-piece molecular cluster, C2H14N2O4 overall (the ωB97M-V functional and the def2-TZVPD basis).

CARTESIAN COORDINATES (ANGSTROEM)
C -0.19179 -0.68697 -2.59693
N 0.90784 -0.09989 -1.73993
C 0.53920 0.10478 -0.51948
N -0.70005 -0.10442 0.02500
H 0.32714 -1.41278 -3.19633
H -0.60655 0.09630 -3.23619
H -1.01266 -1.15759 -2.02711
H 1.39543 0.49825 0.07234
H -1.55748 0.04866 -0.48705
H -0.76055 -0.11520 1.02302
O -1.86936 2.17854 -1.73745
H -0.89312 1.98757 -1.89425
H -1.75479 2.61588 -0.87889
O -1.45840 1.76952 2.29205
H -1.00921 1.05238 2.78686
H -0.96404 2.47848 2.72854
O 0.12036 -1.37468 3.31996
H 1.00862 -1.26390 2.94830
H -0.31880 -1.80133 2.55973
O 2.66830 -1.36406 0.32633
H 2.63795 -2.32776 0.33346
H 3.49197 -1.12178 -0.10196

Atomic forces in eV per Å
C 1.0 0.7 0.8
N -2.2 -0.2 0.3
C 1.4 0.5 -1.5
N 0.4 -0.4 0.5
H -0.2 -0.4 -0.5
H 0.0 -0.2 -0.1
H 0.4 0.1 -0.3
H -1.3 -0.4 0.3
H 0.3 0.0 0.0
H -0.2 0.4 0.0
O 2.3 -0.1 0.3
H -1.7 0.1 -0.2
H -0.6 0.0 0.0
O 1.1 -0.3 1.1
H -0.7 -0.2 -0.5
H -0.4 0.5 -0.4
O 0.0 -0.1 -1.1
H 0.0 0.1 0.3
H -0.1 0.1 0.6
O 0.1 -0.5 0.6
H 0.2 0.1 -0.1
H 0.1 -0.1 -0.2

## Properties
SMILES = C/N=C\N.O.O.O.O
E_HOMO = -8.8 eV
Total charge = 0
Gap between HOMO and LUMO = 9.15 eV
Relative energy (zero: lowest compared OMol25 entry of this formula, charge and spin) = 34.3 kcal per mole
E_tot = -495.0273 Eh